15
Properties=species:S:1:pos:R:3 method="wB97M-V/def2-TZVPD" total_charge=+1 orbital_gap_ha=0.3944
C 0.03 1.65 0.12
C 0.59 0.23 -0.37
C -0.71 -0.20 0.33
C -1.79 -0.83 -0.53
N -0.92 1.21 0.81
N 1.88 -0.13 0.38
H 0.33 2.65 0.03
H 0.82 -0.05 -1.35
H -0.45 -0.81 1.19
H -2.33 -0.20 -1.19
H -2.55 -1.48 0.01
H -1.29 -1.62 -1.03
H 1.98 -1.07 0.75
H 1.81 0.60 1.10
H 2.58 0.04 -0.26


21
Properties=species:S:1:pos:R:3 method="wB97M-V/def2-TZVPD" smiles="C[N@@H+]1C=CC=C[C@H]1B(O)O" total_charge=+1 orbital_gap_ha=0.3584
C 1.36 -1.64 0.78
N 0.56 -0.86 -0.22
C 1.42 -0.13 -1.03
C 1.54 1.21 -1.11
C 0.72 2.17 -0.37
C -0.16 1.74 0.52
C -0.50 0.04 0.53
B -2.01 -0.24 0.16
O -2.89 0.70 0.59
O -2.27 -1.48 -0.52
H 1.95 -0.99 1.32
H 0.92 -2.31 1.54
H 1.89 -2.34 0.16
H -0.21 -1.48 -0.61
H 2.07 -0.71 -1.53
H 2.39 1.63 -1.76
H 1.06 3.23 -0.42
H -0.82 2.47 1.17
H -0.24 -0.15 1.59
H -3.74 0.77 0.24
H -3.04 -1.64 -1.02


14
Properties=species:S:1:pos:R:3 method="wB97M-V/def2-TZVPD" smiles="C=CC=C.C=O" total_charge=0 orbital_gap_ha=0.3460
C -0.19 -0.90 1.59
C 0.40 -1.56 0.61
C 0.97 -0.97 -0.60
C 1.32 -1.70 -1.65
H -0.26 0.18 1.66
H -0.63 -1.46 2.41
H 0.45 -2.64 0.64
H 1.08 0.11 -0.63
H 1.76 -1.25 -2.54
H 1.19 -2.77 -1.67
C -1.64 2.64 -0.06
O -0.58 2.10 0.08
H -2.57 2.25 0.38
H -1.75 3.57 -0.64


19
Properties=species:S:1:pos:R:3 method="wB97M-V/def2-TZVPD" total_charge=0 orbital_gap_ha="0.2465 / 0.2466"
C -1.11 0.92 0.61
C 1.20 -0.94 -0.68
C -0.04 1.00 1.52
C 1.76 -0.52 0.51
C -1.09 0.56 -0.77
C 0.15 -0.35 -1.43
C 1.17 0.34 1.47
C -0.02 1.14 -1.67
O 3.31 3.55 2.06
O 0.92 3.62 2.38
S 2.04 4.18 1.71
Br 2.14 0.60 3.08
Br 1.26 2.24 -0.89
H -2.14 1.36 0.77
H 1.65 -1.69 -1.17
H -0.16 1.50 2.42
H 2.61 -0.97 0.75
H -1.98 0.19 -1.25
H -0.40 -1.05 -2.10


56
Properties=species:S:1:pos:R:3 method="wB97M-V/def2-TZVPD" total_charge=+1 orbital_gap_ha=0.2597
La 2.17 -1.30 2.19
C 0.97 -0.48 5.15
C 0.52 -1.74 4.98
C 1.50 -2.76 4.92
C 2.84 -2.41 4.75
C 3.30 -1.10 4.95
C 2.34 -0.14 5.12
H 0.29 0.36 5.31
H -0.55 -1.97 4.99
H 1.14 -3.79 4.94
H 3.59 -3.18 4.54
H 4.32 -0.82 4.78
H 2.61 0.90 5.23
C -2.39 4.84 -3.48
C -2.30 3.30 -3.32
C -1.93 2.72 -4.69
C -3.74 2.86 -2.94
C -1.24 2.92 -2.34
C 0.09 3.37 -2.58
C 1.17 3.02 -1.77
C 0.87 2.12 -0.77
O 1.70 1.43 0.12
B 0.92 0.44 0.78
O -0.46 0.65 0.43
C -0.44 1.68 -0.54
C -1.52 2.05 -1.27
H -3.29 5.06 -4.06
H -1.55 5.29 -3.96
H -2.43 5.31 -2.53
H -2.60 3.07 -5.47
H -2.02 1.65 -4.71
H -0.90 2.96 -4.94
H -4.41 3.09 -3.74
H -4.10 3.32 -2.05
H -3.75 1.78 -2.86
H 0.23 3.97 -3.49
H 2.11 3.47 -1.95
H -2.53 1.72 -0.98
C -0.80 -4.80 0.49
P -0.34 -3.12 0.31
C -1.84 -2.18 0.12
C 0.80 -2.94 -1.15
O 0.40 -2.66 1.61
H -1.54 -5.12 -0.26
H -1.30 -5.04 1.45
H 0.09 -5.43 0.42
H -1.59 -1.11 -0.04
H -2.39 -2.20 1.05
H -2.49 -2.53 -0.69
H 0.82 -3.87 -1.73
H 1.78 -2.82 -0.71
H 0.48 -2.10 -1.79
O 3.70 -2.78 1.30
N 4.39 -1.98 0.49
O 5.28 -2.35 -0.24
O 4.06 -0.67 0.63


23
Properties=species:S:1:pos:R:3 method="wB97M-V/def2-TZVPD" total_charge=-1 orbital_gap_ha=0.2731
C -0.56 0.50 0.74
O -1.83 0.51 1.25
C -0.54 0.26 -0.80
C 0.84 0.16 -1.47
C 1.40 -1.25 -1.71
C 2.04 -1.85 -0.45
H -0.10 1.50 0.88
H 0.09 -0.28 1.16
H -1.12 1.04 -1.30
H -1.11 -0.66 -0.93
H 1.56 0.75 -0.89
H 0.80 0.66 -2.42
H 2.18 -1.15 -2.47
H 0.64 -1.88 -2.18
H 3.07 -1.51 -0.33
H 2.14 -2.93 -0.49
H 1.44 -1.56 0.41
H -2.78 1.45 0.59
H -2.51 2.83 -0.11
O -3.27 2.29 0.18
H -0.16 0.81 3.37
H -1.41 0.00 3.13
O -0.80 0.28 3.85


43
Properties=species:S:1:pos:R:3 method="wB97M-V/def2-TZVPD" total_charge=+1 orbital_gap_ha=0.3047
N 4.11 -3.23 0.14
P 2.96 -2.66 -0.89
C 2.62 -0.87 -0.29
C 1.63 0.00 -1.32
N 0.70 0.93 -0.53
C -0.21 1.72 -1.43
C -1.25 0.71 -2.27
C -1.83 -0.50 -1.32
C -3.01 0.13 -0.37
S -2.85 -0.25 1.45
O -2.50 1.06 2.27
O -1.76 -1.29 1.81
Cl -4.68 -0.94 2.28
C 1.50 1.79 0.43
N 0.69 2.81 1.19
O 2.75 2.35 -0.18
N 2.48 3.46 -0.89
O 3.23 3.38 -1.87
C 2.07 0.72 1.59
N 2.03 -0.73 1.10
H 3.73 -4.11 0.57
H 3.56 -2.59 -2.20
H 1.77 -3.49 -0.93
H 3.65 -0.29 -0.28
H 2.32 0.61 -2.08
H 1.08 -0.80 -1.96
H -0.90 2.49 -0.89
H 0.48 2.23 -2.26
H -0.68 0.35 -3.23
H -2.17 1.38 -2.58
H -1.02 -1.07 -0.70
H -2.32 -1.29 -2.06
H -4.05 -0.20 -0.82
H -2.95 1.31 -0.50
H 0.30 3.57 0.59
H 1.32 3.21 1.93
H 3.17 1.03 1.87
H 1.33 0.78 2.51
H 2.64 -1.32 1.74
H 1.06 -1.15 1.19
O -6.90 -3.42 2.89
H -6.51 -2.55 2.71
H -7.55 -3.26 3.59


16
Properties=species:S:1:pos:R:3 method="wB97M-V/def2-TZVPD" smiles="C=C1C=C(C)C=N1.[H][H]" total_charge=0 orbital_gap_ha=0.3224
C 2.29 -0.64 0.07
C 1.04 -0.16 -0.06
C -0.14 -0.92 -0.46
C -1.21 -0.15 -0.14
C -2.66 -0.49 -0.13
C -0.65 1.14 0.27
N 0.63 1.13 0.37
H 3.00 -0.21 0.77
H 2.64 -1.48 -0.52
H -0.14 -1.97 -0.71
H -3.22 0.25 -0.71
H -3.08 -0.49 0.88
H -2.83 -1.48 -0.57
H -1.21 2.06 0.44
H 3.11 1.57 0.15
H 2.42 1.83 0.33


70
Properties=species:S:1:pos:R:3 method="wB97M-V/def2-TZVPD" total_charge=-1 orbital_gap_ha="0.2615 / 0.3028" spin_multiplicity=3
Cr -0.83 -0.28 -0.26
C 1.38 3.28 0.73
C 1.14 1.90 0.85
N 0.13 1.56 0.06
N -0.30 2.67 -0.58
C 0.44 3.72 -0.18
B -1.43 2.58 -1.63
N -0.94 1.53 -2.66
C -1.06 1.41 -3.99
C -0.34 0.31 -4.40
C 0.18 -0.24 -3.23
N -0.17 0.51 -2.19
N -2.67 2.07 -0.88
C -3.94 2.50 -0.76
C -4.60 1.67 0.12
C -3.66 0.73 0.51
N -2.50 0.97 -0.09
N -1.61 3.93 -2.31
C -0.80 4.47 -3.25
C -1.12 5.79 -3.39
C -2.16 5.99 -2.46
N -2.45 4.88 -1.80
H 2.13 3.86 1.23
H 1.64 1.14 1.41
H 0.24 4.71 -0.58
H -1.63 2.14 -4.55
H -0.23 -0.06 -5.41
H 0.75 -1.14 -3.06
H -4.25 3.39 -1.28
H -5.63 1.74 0.43
H -3.76 -0.13 1.16
H -0.04 3.87 -3.74
H -0.68 6.51 -4.07
H -2.72 6.89 -2.25
O -2.18 -3.50 -1.33
S -2.61 -2.19 -0.94
O -4.03 -1.96 -0.91
O -1.87 -1.10 -1.75
O -1.96 -1.74 0.39
Br -0.27 0.94 8.33
C -0.26 0.32 6.53
C -0.04 -1.02 6.28
C -0.02 -1.46 4.96
C -0.23 -0.58 3.92
C -0.45 0.77 4.19
C -0.46 1.23 5.50
C -0.18 -1.12 2.50
O 0.16 -2.24 2.28
O -0.56 -0.18 1.64
H 0.12 -1.71 7.10
H 0.16 -2.50 4.73
H -0.61 1.45 3.37
H -0.62 2.27 5.72
O 2.48 -0.74 0.67
C 1.87 -1.54 -0.01
O 0.70 -1.36 -0.56
C 2.46 -2.88 -0.38
C 1.68 -3.86 -0.97
C 2.22 -5.12 -1.29
C 3.55 -5.31 -1.00
O 4.30 -6.43 -1.22
C 5.61 -6.14 -0.70
O 5.60 -4.79 -0.23
C 4.32 -4.33 -0.41
C 3.81 -3.10 -0.08
H 0.63 -3.66 -1.14
H 1.62 -5.90 -1.74
H 6.34 -6.24 -1.51
H 5.83 -6.81 0.12
H 4.40 -2.33 0.40


14
Properties=species:S:1:pos:R:3 method="wB97M-V/def2-TZVPD" total_charge=0 orbital_gap_ha="0.3809 / 0.1834"
C -0.67 0.90 -0.27
C 2.48 0.54 1.75
C 0.32 -1.26 -0.08
N 0.44 -0.05 -0.15
S -3.73 0.59 -3.09
Cl 3.46 -0.79 1.88
Cl 1.39 0.76 2.98
Cl 1.75 -2.20 -0.02
Cl -1.11 -2.28 -0.51
H -0.34 1.97 -0.36
H -1.26 0.54 -1.18
H -1.30 0.70 0.60
H 2.71 1.27 1.03
H -4.15 -0.70 -2.59


16
Properties=species:S:1:pos:R:3 method="wB97M-V/def2-TZVPD" smiles="C[N@H+]1CC=[N+]([S-])C1" total_charge=+1 orbital_gap_ha="0.2526 / 0.2520"
C -1.65 0.98 -0.52
N -0.77 -0.14 -0.13
C 0.43 -0.45 -1.06
C 1.61 -0.88 -0.15
N 1.37 -0.53 1.14
S 2.49 -1.36 2.41
C 0.15 0.32 1.07
H -2.46 0.88 -1.26
H -2.16 1.22 0.40
H -0.90 1.72 -0.63
H -1.23 -0.94 0.25
H 0.42 0.50 -1.69
H 0.40 -1.31 -1.85
H 2.26 -1.60 -0.48
H 0.45 1.30 0.54
H -0.41 0.29 1.96


101
Properties=species:S:1:pos:R:3 method="wB97M-V/def2-TZVPD" total_charge=-2 orbital_gap_ha=0.2265
Bi -0.24 -0.56 -1.39
S 2.30 -1.24 -1.75
P 3.06 -1.33 0.19
C -0.01 -0.26 0.89
P 0.59 1.35 0.91
S 0.99 2.07 -0.93
C -0.30 2.70 1.84
C -0.06 4.03 1.48
C -0.65 5.08 2.18
C -1.51 4.81 3.24
C -1.77 3.50 3.60
C -1.16 2.46 2.90
C 2.21 1.55 1.85
C 2.25 1.36 3.23
C 3.44 1.49 3.94
C 4.62 1.81 3.27
C 4.58 2.01 1.90
C 3.38 1.89 1.20
C 4.87 -1.26 -0.16
C 5.76 -1.73 0.82
C 7.13 -1.54 0.71
C 7.65 -0.85 -0.38
C 6.79 -0.37 -1.36
C 5.41 -0.57 -1.25
C 2.89 -3.13 0.64
C 3.35 -4.17 -0.17
C 3.12 -5.49 0.20
C 2.42 -5.78 1.37
C 1.97 -4.75 2.18
C 2.21 -3.43 1.81
H 0.59 4.23 0.64
H -0.45 6.10 1.89
H -1.97 5.63 3.79
H -2.45 3.28 4.41
H -1.37 1.44 3.20
H 1.35 1.11 3.77
H 3.45 1.33 5.01
H 5.55 1.90 3.81
H 5.49 2.25 1.36
H 3.36 2.04 0.12
H 5.36 -2.26 1.68
H 7.79 -1.92 1.48
H 8.72 -0.70 -0.47
H 7.18 0.17 -2.21
H 4.74 -0.19 -2.01
H 3.85 -3.94 -1.09
H 3.47 -6.30 -0.44
H 2.22 -6.82 1.64
H 1.41 -4.97 3.08
H 1.84 -2.61 2.43
C -3.38 5.12 -1.82
N -2.76 3.83 -1.64
C -2.04 3.19 -2.74
C -2.93 3.09 -0.51
C -3.85 3.65 0.56
O -2.37 2.02 -0.37
H -2.88 5.63 -2.65
H -3.26 5.75 -0.94
H -4.45 5.06 -2.06
H -2.20 3.78 -3.65
H -2.41 2.18 -2.89
H -0.97 3.12 -2.53
H -4.83 3.91 0.14
H -3.42 4.54 1.02
H -3.97 2.89 1.33
S -0.33 -3.24 -1.34
C -2.04 -3.70 -1.44
C -3.10 -2.79 -1.58
C -4.41 -3.22 -1.62
C -4.72 -4.57 -1.52
C -3.69 -5.49 -1.39
C -2.37 -5.06 -1.36
H -2.90 -1.73 -1.69
H -5.20 -2.49 -1.74
H -5.76 -4.90 -1.55
H -3.91 -6.55 -1.32
H -1.56 -5.78 -1.25
C -0.85 -0.88 3.83
Si -1.29 -0.95 1.96
C -3.04 -0.22 1.84
C -1.57 -2.80 1.72
H -1.73 -0.67 4.45
H -0.09 -0.14 4.09
H -0.46 -1.85 4.14
H -3.58 -0.34 2.79
H -3.60 -0.74 1.06
H -3.01 0.84 1.56
H -1.60 -3.29 2.70
H -0.77 -3.27 1.13
H -2.51 -3.00 1.20
O -3.35 -0.23 -3.44
C -2.68 0.23 -4.36
C -3.33 0.87 -5.59
C -2.14 1.37 -6.39
C -0.93 0.91 -5.56
O 0.21 1.13 -5.93
N -1.32 0.26 -4.42
H -4.02 1.64 -5.26
H -3.91 0.10 -6.11
H -2.10 2.46 -6.48
H -2.06 0.96 -7.39


no.,maximum force (hartree/bohr)
1,0.0626
2,0.1168
3,0.0095
4,0.0840
5,0.0660
6,0.0279
7,0.1544
8,0.0147
9,0.0189
10,0.0399
11,0.1173
12,0.0178